1.
{
  "formula": "C29H30EuF5O5P2Te",
  "method": "ωB97M-V/def2-TZVPD",
  "symbols": ["Eu", "Te", "P", "P", "F", "F", "F", "F", "F", "O", "O", "O", "O", "O", "C", "C", "C", "C", "C", "C", "C", "C", "C", "C", "C", "C", "C", "C", "C", "C", "C", "C", "C", "C", "C", "C", "C", "C", "C", "C", "C", "C", "C", "H", "H", "H", "H", "H", "H", "H", "H", "H", "H", "H", "H", "H", "H", "H", "H", "H", "H", "H", "H", "H", "H", "H", "H", "H", "H", "H", "H", "H", "H"],
  "coordinates": [[0.250715, 0.346260, -0.635064], [1.667106, 1.053926, -3.124398], [0.013599, 3.113934, -0.445865], [0.040848, 0.743276, 2.179720], [1.374724, -1.340173, -0.433567], [1.545023, 3.024657, -2.412571], [1.527023, -0.395179, -4.568487], [2.177468, 1.095570, -0.655902], [1.130041, 2.123670, -4.689944], [1.071032, 4.097709, 0.267244], [-0.014464, 0.706131, -2.643673], [-0.762174, 4.208191, -1.347872], [-1.004919, -0.892289, 0.770365], [-1.047793, 3.070536, 0.832554], [-2.182546, -1.711257, -1.503945], [-0.299088, -2.787459, -2.541157], [-1.042839, -2.521069, -1.394606], [1.290720, -3.184466, 2.344618], [-0.083856, 2.762630, 4.163927], [2.072393, 2.323459, 3.206541], [-2.546707, -1.177562, -2.734970], [2.484286, 4.067254, 0.119483], [2.616610, 3.348264, 3.958877], [-0.356604, -1.951104, 0.912956], [1.806566, 4.098820, 4.797535], [-1.457365, 4.281461, 1.458758], [-4.151345, -0.016307, 3.950305], [0.581158, -2.023460, 2.029607], [1.876155, -0.827323, 3.669991], [-1.105530, 4.058016, -2.717738], [-4.022281, 0.495487, 2.669024], [-2.764959, 0.747298, 2.148844], [-1.803566, -1.464341, -3.868256], [-3.020700, -0.266744, 4.710941], [2.297850, -3.161227, 3.285312], [0.866372, -0.814737, 2.710596], [-1.760787, -0.020772, 4.192667], [-0.614127, -3.089491, -0.054137], [-1.626967, 0.485284, 2.904338], [0.720900, 2.001279, 3.323267], [-0.685294, -2.274518, -3.770179], [0.457325, 3.807979, 4.891517], [2.592839, -1.977020, 3.945584], [1.059490, -4.105562, 1.834599], [2.119401, 0.083263, 4.194995], [-1.684408, 3.148428, -2.896055], [0.578391, -3.413804, -2.477294], [3.389239, -1.952474, 4.675163], [-0.214215, 4.035086, -3.344736], [2.685739, 1.757400, 2.514589], [-0.881730, -0.223109, 4.789858], [-1.397751, -3.714644, 0.387792], [2.871601, 4.799058, 0.828568], [2.780378, 4.344350, -0.891313], [2.868998, -4.053091, 3.492312], [-0.179337, 4.397908, 5.534365], [-2.826063, -1.562919, -0.642137], [2.878192, 3.077460, 0.351658], [-2.093790, -1.050643, -4.820385], [3.671063, 3.569140, 3.890536], [0.288123, -3.682855, -0.187735], [-2.648028, 1.145594, 1.146952], [-4.901348, 0.687138, 2.071390], [2.223847, 4.917962, 5.365064], [-3.124280, -0.664729, 5.708876], [-5.130895, -0.223690, 4.355565], [-1.700771, 4.936881, -2.964417], [-1.138864, 2.548729, 4.242542], [-1.800833, 4.995952, 0.710458], [-0.627515, 4.717239, 2.014797], [-3.434968, -0.563785, -2.805277], [-2.268361, 4.028884, 2.140904], [-0.105711, -2.496831, -4.650567]],
  "forces_ev_per_angstrom": [[-2.35, -1.58, 3.71], [1.46, 2.02, -4.81], [-0.86, 1.68, 1.08], [0.09, -0.55, 1.12], [1.41, -0.89, -0.91], [0.29, -0.98, -0.27], [0.34, 0.71, 1.12], [1.45, 0.69, -0.36], [0.55, -0.72, 0.97], [0.10, -0.05, -0.06], [-1.10, 0.29, -2.05], [0.04, 0.09, 0.08], [-1.67, 2.17, -0.50], [0.07, 0.28, -0.59], [-0.14, -0.36, -0.20], [-0.28, 0.08, -0.05], [-0.17, -0.33, 0.22], [0.62, -0.50, 0.43], [0.11, -0.05, -0.03], [-0.08, 0.03, 0.00], [-0.06, -0.19, 0.09], [0.21, 0.00, -0.01], [0.05, 0.01, -0.04], [1.82, -3.41, 2.82], [0.02, 0.07, 0.06], [-0.05, 0.02, 0.00], [-0.02, -0.01, 0.06], [-1.74, 0.16, -1.98], [-0.43, 0.19, -0.30], [0.09, 0.00, -0.26], [-0.02, 0.03, -0.06], [0.07, 0.12, 0.06], [-0.03, 0.00, 0.05], [-0.11, -0.04, 0.06], [-0.40, -0.17, -0.45], [0.53, 0.59, 0.59], [-0.08, 0.08, -0.16], [-0.13, 0.43, 0.01], [0.07, 0.29, 0.00], [-0.08, -0.02, -0.19], [-0.10, -0.07, 0.01], [0.02, 0.11, 0.08], [0.43, 0.06, 0.52], [-0.02, -0.13, -0.12], [0.06, 0.03, 0.11], [0.00, 0.03, 0.03], [0.13, 0.01, 0.09], [0.06, 0.04, 0.10], [-0.07, -0.05, 0.07], [0.08, 0.01, 0.02], [0.09, -0.05, -0.02], [-0.09, -0.18, -0.21], [0.01, -0.04, 0.02], [-0.05, -0.04, 0.01], [0.04, -0.17, 0.05], [-0.07, 0.08, 0.08], [0.21, 0.08, -0.08], [-0.01, 0.06, -0.07], [0.01, 0.08, -0.15], [0.13, 0.05, -0.07], [-0.02, -0.05, 0.06], [-0.09, -0.03, 0.09], [-0.10, 0.03, -0.06], [0.06, 0.05, 0.08], [0.00, -0.06, 0.14], [-0.11, -0.01, 0.04], [-0.10, -0.10, -0.05], [-0.07, -0.02, 0.02], [-0.09, 0.04, 0.04], [-0.01, -0.02, 0.06], [-0.04, 0.06, -0.03], [-0.01, 0.02, 0.01], [0.13, 0.04, -0.09]],
  "de_lowest_kcal_mol": 0.0,
  "largest_force_ev_per_a": 5.4,
  "spin_multiplicity": 8,
  "total_energy_ev": -99590.2691,
  "s_squared": 15.782,
  "orbital_gap_ha": [0.176, 0.296],
  "charge": -1
}

***

2.
{
  "formula": "C29H30FMnN7O",
  "method": "ωB97M-V/def2-TZVPD",
  "symbols": ["Mn", "F", "O", "N", "N", "N", "N", "N", "N", "N", "C", "C", "C", "C", "C", "C", "C", "C", "C", "C", "C", "C", "C", "C", "C", "C", "C", "C", "C", "C", "C", "C", "C", "C", "C", "C", "C", "C", "C", "H", "H", "H", "H", "H", "H", "H", "H", "H", "H", "H", "H", "H", "H", "H", "H", "H", "H", "H", "H", "H", "H", "H", "H", "H", "H", "H", "H", "H", "H"],
  "coordinates": [[-0.228371, -1.047451, -0.043296], [-0.048167, -2.822651, 0.135897], [-0.348353, 0.966116, -0.160972], [-2.275076, -3.142579, 1.416048], [-2.322221, -1.372128, -0.077685], [1.651794, -0.997468, -0.018811], [0.983811, 2.826354, -0.090153], [-1.316660, 3.025414, -0.076434], [-0.032725, -1.319712, -2.030508], [-0.159970, -0.831604, 1.906366], [3.696091, -2.050194, 2.920107], [1.106293, -1.211841, 2.286155], [3.137740, -1.034564, -3.933832], [-0.222752, 2.234965, -0.110276], [1.294620, -1.143474, -2.366107], [1.750726, -1.223950, -3.671675], [2.241906, -0.959993, -1.281952], [-2.983057, -2.327547, 0.585084], [0.801902, -1.518653, -4.674461], [1.455339, -1.390163, 3.609718], [0.465980, -1.135783, 4.580165], [-0.494304, -1.750113, -4.329225], [-4.384324, -2.458094, 0.481073], [-5.093432, -1.594756, -0.301112], [-0.875752, -1.647204, -2.984631], [2.211720, 2.030552, -0.145054], [-4.407246, -0.590910, -1.005803], [3.368378, -1.838164, 1.581016], [2.784188, -1.811501, 3.921749], [2.106415, -1.370547, 1.224386], [-0.776066, -0.709555, 4.197897], [-1.229497, 4.479001, -0.343951], [-0.023958, 5.041612, 0.362183], [1.176619, 4.303279, -0.155411], [4.018147, -0.786664, -2.909660], [3.575729, -0.754047, -1.579031], [-2.621330, 2.523405, 0.370120], [-1.060466, -0.572905, 2.834278], [-3.057519, -0.542016, -0.872214], [-4.923833, 0.118775, -1.646719], [3.492218, -1.090869, -4.960444], [-2.750975, -3.932069, 1.804079], [-0.120645, 4.892293, 1.437524], [-2.038828, -0.262417, 2.487445], [-1.552527, -0.496484, 4.929054], [4.281756, -0.532474, -0.782129], [4.097688, -2.061889, 0.810966], [-2.483368, 0.185781, -1.421327], [-1.894798, -1.837536, -2.692590], [-2.147040, 4.940063, 0.000666], [-4.874870, -3.261450, 1.029637], [0.077053, 6.107789, 0.167120], [2.490761, 1.775350, -1.167165], [-1.281669, -3.244558, 1.244073], [5.072703, -0.621118, -3.124878], [-2.523907, 1.523998, 0.754261], [1.378822, 4.591757, -1.184389], [-1.239985, -2.008690, -5.070216], [4.692745, -2.395299, 3.169892], [3.011935, 2.616594, 0.291234], [3.064087, -1.952259, 4.963428], [0.703424, -1.277949, 5.635654], [-1.155293, 4.649746, -1.418505], [1.121182, -1.576468, -5.713702], [-2.990361, 3.165905, 1.173539], [-3.357534, 2.533140, -0.437552], [-6.173759, -1.696577, -0.392320], [2.103037, 1.131543, 0.433959], [2.055808, 4.540884, 0.429410]],
  "forces_ev_per_angstrom": [[-2.66, 0.11, -0.52], [0.27, 0.29, -0.10], [-0.01, -0.12, 0.03], [-0.27, 0.29, -0.02], [-0.04, 0.72, -0.49], [1.41, -0.68, 0.20], [0.50, 0.29, -0.08], [-0.44, 0.14, 0.01], [1.02, 0.25, -0.21], [1.10, -0.27, 0.62], [0.04, -0.02, 0.24], [-0.07, 0.40, -1.19], [0.05, 0.01, -0.06], [-0.20, -0.05, -0.03], [-0.15, -0.04, 1.17], [0.39, 0.05, -0.40], [-0.56, -0.25, 0.53], [0.31, -0.47, 0.56], [0.17, -0.01, -0.40], [0.42, -0.19, 0.48], [0.00, -0.04, 0.49], [-0.21, -0.08, -0.16], [-0.19, -0.27, 0.17], [-0.25, 0.01, -0.06], [0.06, 0.08, 0.10], [-0.33, 0.48, -0.19], [-0.37, 0.01, -0.12], [0.13, 0.01, -0.36], [-0.03, -0.02, 0.11], [-0.50, 0.56, -0.44], [-0.24, 0.09, 0.23], [0.02, -0.45, 0.13], [-0.10, -0.04, 0.07], [0.03, -0.55, 0.07], [0.12, 0.02, -0.20], [0.14, -0.02, 0.26], [0.19, 0.41, -0.23], [0.10, -0.09, -0.20], [0.42, -0.04, 0.08], [0.11, -0.19, 0.12], [-0.08, 0.02, 0.17], [-0.17, -0.19, 0.08], [-0.04, 0.07, 0.07], [0.01, -0.08, 0.01], [0.19, -0.04, -0.17], [-0.12, -0.08, -0.14], [-0.05, 0.07, 0.07], [0.13, 0.19, 0.00], [-0.16, 0.01, 0.06], [-0.16, -0.03, 0.06], [0.11, 0.21, -0.14], [0.04, 0.01, 0.01], [-0.04, 0.02, -0.07], [-0.19, -0.07, -0.09], [-0.27, -0.05, 0.05], [0.06, -0.35, 0.04], [0.06, -0.04, -0.20], [0.06, 0.01, 0.06], [-0.11, 0.00, -0.02], [0.09, 0.13, 0.03], [-0.07, 0.02, -0.18], [-0.06, 0.05, -0.27], [-0.05, -0.02, -0.09], [-0.05, -0.01, 0.19], [0.05, -0.01, -0.07], [0.10, -0.03, 0.02], [0.24, 0.03, 0.05], [-0.09, -0.14, 0.15], [0.19, -0.03, 0.13]],
  "de_lowest_kcal_mol": 15.4,
  "largest_force_ev_per_a": 2.7,
  "spin_multiplicity": 4,
  "total_energy_ev": -77066.1920,
  "s_squared": 3.831,
  "orbital_gap_ha": [0.280, 0.205],
  "charge": 2
}

***

3.
{
  "formula": "C29H30NO3",
  "method": "ωB97M-V/def2-TZVPD",
  "symbols": ["O", "O", "O", "N", "C", "C", "C", "C", "C", "C", "C", "C", "C", "C", "C", "C", "C", "C", "C", "C", "C", "C", "C", "C", "C", "C", "C", "C", "C", "C", "C", "C", "C", "H", "H", "H", "H", "H", "H", "H", "H", "H", "H", "H", "H", "H", "H", "H", "H", "H", "H", "H", "H", "H", "H", "H", "H", "H", "H", "H", "H", "H", "H"],
  "coordinates": [[4.121753, 5.763240, -2.063584], [3.479434, -4.346478, -0.109271], [0.128729, -0.650940, 2.795141], [-2.075241, -1.282264, 2.806919], [-5.729385, 1.624616, 0.959139], [1.588257, 3.140377, -2.020440], [1.384513, -1.675092, -1.438004], [-2.006966, 1.070697, 3.081375], [3.344795, -0.655332, -0.460627], [3.070278, -3.052412, -0.404390], [1.644572, 0.735420, -1.650830], [2.142732, -0.507877, -1.192717], [-5.131289, -2.669816, -1.226069], [-0.701738, -1.535583, 2.814942], [3.743542, 2.087096, -1.733046], [3.797609, -1.891002, -0.091704], [-4.576905, 1.286690, 1.845429], [2.199592, 4.354453, -2.127566], [-5.104872, -0.419522, -0.369636], [1.838375, -2.903915, -1.059337], [-2.627601, 0.004750, 2.562249], [4.348147, 3.309075, -1.827419], [-5.581366, 1.005646, -0.442542], [-3.758962, -2.121060, 0.639005], [-4.228028, -3.048340, -0.260786], [3.591269, 4.480517, -2.001061], [2.334067, 1.964457, -1.777240], [4.802650, -4.452545, 0.359875], [-4.201064, -0.799273, 0.637997], [-0.238632, -2.950858, 2.807728], [5.468001, 5.863532, -1.663169], [-5.553224, -1.359813, -1.283517], [-3.825063, 0.179535, 1.695675], [5.031994, -5.509619, 0.502047], [-4.340835, 1.982597, 2.632832], [5.584455, 5.457503, -0.657615], [4.910253, -3.932945, 1.312355], [-6.659957, 1.266041, 1.417146], [4.354099, 1.202049, -1.691549], [3.876295, 0.219876, -0.129611], [-6.530394, 1.063519, -0.993706], [-2.705524, -2.021936, 3.117846], [-1.073282, -3.648584, 2.863267], [1.626721, 5.248906, -2.293451], [5.420445, 3.376016, -1.795044], [-4.862740, 1.589929, -1.031574], [-5.510271, -3.397691, -1.923050], [5.491027, -4.033303, -0.375077], [0.430873, -3.133824, 3.646303], [-5.831671, 2.715966, 0.875456], [6.113641, 5.328034, -2.359635], [0.609204, 0.743633, -1.954156], [0.518604, 3.071554, -2.110045], [5.745933, 6.918557, -1.656966], [-3.895373, -4.070983, -0.208600], [0.316405, -3.147415, 1.890092], [0.441328, -1.587592, -1.947210], [4.713651, -1.976147, 0.463931], [-2.336966, 2.071848, 2.906998], [-3.027758, -2.430053, 1.354282], [1.271518, -3.791385, -1.275086], [-6.251245, -1.061249, -2.044679], [-1.118393, 0.938738, 3.662008]],
  "forces_ev_per_angstrom": [[-1.57, -2.39, -0.01], [-1.30, 2.39, -0.74], [0.17, 0.15, -0.35], [0.59, -0.54, 0.32], [-0.19, 0.04, -0.52], [0.19, -0.07, -0.05], [0.10, 0.08, 0.16], [0.03, -0.54, -0.08], [-0.30, -0.05, -0.06], [0.25, -1.28, 0.06], [0.80, -0.08, 0.23], [-0.09, 0.43, 0.02], [-0.13, -0.25, -0.21], [-0.38, 0.81, 0.17], [-0.28, 0.04, -0.10], [0.37, -0.47, 0.21], [0.26, -0.48, -0.23], [0.07, 0.58, -0.05], [-0.09, 0.14, 0.23], [0.03, -0.56, 0.04], [0.36, 0.85, 0.49], [0.44, 0.46, 0.01], [-0.15, 0.28, 0.12], [0.10, 0.14, 0.16], [0.03, -0.21, -0.19], [0.27, 1.33, 0.03], [-0.06, -0.38, -0.04], [0.74, -0.21, 0.33], [-0.13, -0.07, -0.02], [-0.58, -0.82, 0.18], [0.80, 0.18, 0.17], [0.07, 0.23, 0.08], [-0.31, 0.16, -0.20], [-0.22, 0.16, -0.07], [-0.09, 0.01, 0.24], [0.12, 0.02, 0.03], [0.10, -0.07, 0.06], [0.04, 0.01, 0.04], [0.13, 0.03, -0.07], [0.07, -0.04, 0.14], [0.21, -0.05, 0.18], [0.48, 0.41, -0.29], [0.04, -0.19, 0.00], [-0.15, 0.20, -0.04], [0.18, -0.10, -0.01], [0.05, 0.00, 0.13], [-0.09, -0.10, -0.17], [0.11, -0.02, 0.04], [-0.01, 0.10, 0.01], [0.01, -0.27, 0.04], [0.12, 0.07, 0.00], [-0.27, 0.00, -0.07], [-0.26, 0.02, 0.02], [-0.22, -0.16, -0.08], [0.12, -0.19, 0.03], [-0.04, 0.12, -0.02], [-0.23, -0.02, -0.14], [0.13, 0.10, 0.12], [-0.09, 0.31, -0.31], [-0.03, -0.20, -0.07], [-0.16, -0.20, -0.05], [-0.22, 0.13, -0.19], [0.08, 0.04, 0.33]],
  "de_lowest_kcal_mol": 20.9,
  "largest_force_ev_per_a": 2.9,
  "spin_multiplicity": 1,
  "total_energy_ev": -38184.3979,
  "orbital_gap_ha": 0.168,
  "charge": 1
}